DFT (ωB97M-V/def2-TZVPD) results for a cluster of 2 separate species, CH2N2OS2 in total at a distorted geometry.

Results
Highest occupied orbital energy in Eh: -0.343
LUMO in hartree: -0.049
HOMO-LUMO gap in eV: 8.02

Element x y z (Å)
C (-0.9520, 0.2219, -0.9338)
N (-1.1222, 0.1270, 0.3145)
N (-1.0929, -0.0218, 1.4282)
O (2.0444, 0.9228, 0.3518)
S (1.7348, -1.6422, 1.4516)
S (1.8658, -0.4493, 0.0039)
H (-1.6114, -0.4587, -1.3555)
H (-0.8667, 1.3003, -1.2607)

=====

DFT (ωB97M-V/def2-TZVPD) results for an isolated molecule of CH2N2P2 at a distorted geometry.

Results
Highest occupied orbital energy (alpha / beta) in Eh: -0.342 / -0.326
LUMO (alpha / beta) in hartree: -0.096 / -0.064
HOMO-LUMO gap (alpha / beta) in eV: 6.70 / 7.13

Element x y z (Å)
C (2.6519, 0.3347, 0.2706)
N (3.3166, 1.0394, 0.9758)
N (0.3743, -1.4933, 1.5225)
P (2.1928, -0.8788, -0.8714)
P (0.2325, -0.5560, 0.2499)
H (-0.6222, -1.0572, -0.6648)
H (-0.0543, 0.8308, 0.4297)

=====

DFT (ωB97M-V/def2-TZVPD) results for an isolated molecule of CH2N4 at a distorted geometry.

Results
Highest occupied orbital energy in Eh: -0.391
LUMO in hartree: 0.024
HOMO-LUMO gap in eV: 11.30

Element x y z (Å)
C (0.0341, 0.7802, -0.1446)
N (-1.2400, 0.6536, -0.0378)
N (-1.4130, -0.6399, 0.0423)
N (-0.3384, -1.3076, -0.1105)
N (0.6519, -0.3815, 0.0314)
H (0.7419, 1.4629, 0.2150)
H (1.5636, -0.5678, 0.0041)

=====

DFT (ωB97M-V/def2-TZVPD) results for an isolated molecule of CH2N4 at a distorted geometry.

Results
Highest occupied orbital energy in Eh: -0.415
LUMO in hartree: 0.036
HOMO-LUMO gap in eV: 12.27

Element x y z (Å)
C (1.0814, -0.0311, -0.0474)
N (0.3227, -0.9750, -0.5873)
N (-0.9526, -0.6158, -0.3223)
N (-0.8165, 0.5602, 0.2979)
N (0.4338, 0.9344, 0.5630)
H (2.1581, -0.2439, -0.0553)
H (-1.5586, 1.1043, 0.6805)

=====

DFT (ωB97M-V/def2-TZVPD) results for a cluster of 2 separate species, CH2N4 in total at a distorted geometry.

Results
Highest occupied orbital energy in Eh: -0.363
LUMO in hartree: 0.004
HOMO-LUMO gap in eV: 10.00

Element x y z (Å)
N (-0.6798, -0.8168, 0.6456)
C (-0.5678, 0.2420, -0.0217)
N (0.0111, 0.9495, -0.8261)
H (-1.5294, -0.5103, 0.8794)
H (-0.4063, 1.8811, -1.0756)
N (1.5503, -1.4227, 0.2388)
N (1.6219, -0.3228, 0.1595)

=====

DFT (ωB97M-V/def2-TZVPD) results for an isolated molecule of CH2N4O at a distorted geometry.

Results
Highest occupied orbital energy in Eh: -0.350
LUMO in hartree: 0.004
HOMO-LUMO gap in eV: 9.63

Element x y z (Å)
C (1.0798, 0.6929, 0.1931)
N (-1.3817, 0.5817, -1.2070)
N (-0.3130, 0.4333, -0.2800)
N (-2.0096, 0.0577, -0.2284)
N (-1.0603, -0.2247, 0.5351)
O (1.6368, 1.5708, -0.4625)
H (1.0739, 0.2010, 1.1744)
H (-2.8561, -0.4653, -0.2690)

=====

DFT (ωB97M-V/def2-TZVPD) results for an isolated molecule of CH2N4O at a distorted geometry.

Results
Highest occupied orbital energy in Eh: -0.369
LUMO in hartree: 0.027
HOMO-LUMO gap in eV: 10.77

Element x y z (Å)
O (0.4502, 1.8187, -0.0289)
C (0.0517, 0.6412, -0.0102)
N (1.0476, -0.2416, 0.0060)
N (0.5642, -1.5206, 0.0258)
N (-0.7061, -1.4448, 0.0223)
N (-1.0671, -0.1183, 0.0002)
H (1.6972, 0.7159, -0.0087)
H (-2.0376, 0.1496, -0.0065)

=====

DFT (ωB97M-V/def2-TZVPD) results for an isolated molecule of CH2N4O.

Results
Highest occupied orbital energy in Eh: -0.337
LUMO in hartree: -0.009
HOMO-LUMO gap in eV: 8.93

Element x y z (Å)
N (-1.2252, -0.5784, 0.6320)
C (-0.2305, -0.3018, -0.1816)
N (0.3915, -0.5219, -1.3255)
O (1.4762, 0.3818, -1.2495)
N (1.4751, 1.0783, -0.1264)
N (0.4707, 0.6810, 0.5124)
H (-1.9379, -1.2497, 0.3875)
H (-0.4199, 0.5107, 1.3511)

=====

DFT (ωB97M-V/def2-TZVPD) results for a structure of composition CH2N4O.

Results
Highest occupied orbital energy in Eh: -0.365
LUMO in hartree: -0.028
HOMO-LUMO gap in eV: 9.18

Element x y z (Å)
O (2.0695, -0.0002, -0.3601)
C (0.6269, -0.0451, -0.1733)
N (0.8612, 1.2103, -0.2278)
N (-1.7384, 0.3774, 0.1143)
N (-1.4540, -0.8324, 0.0236)
N (-0.0972, -1.0935, -0.0895)
H (2.4938, -0.0251, 0.5193)
H (-2.7618, 0.4087, 0.1935)

=====

DFT (ωB97M-V/def2-TZVPD) results for an isolated molecule of CH2N4S at a distorted geometry.

Results
Highest occupied orbital energy in Eh: -0.343
LUMO in hartree: 0.029
HOMO-LUMO gap in eV: 10.11

Element x y z (Å)
S (1.9252, -0.0483, -0.0516)
C (0.2401, -0.1562, 0.0754)
N (-0.6476, -1.1807, 0.0948)
N (-1.8160, -0.6070, -0.0969)
N (-1.6296, 0.6682, 0.0371)
N (-0.3821, 1.0014, -0.0282)
H (1.6193, 1.2947, 0.4457)
H (-2.5350, 1.2426, -0.1204)

=====

DFT (ωB97M-V/def2-TZVPD) results for an isolated molecule of CH2N4S at a distorted geometry.

Results
Highest occupied orbital energy in Eh: -0.343
LUMO in hartree: -0.049
HOMO-LUMO gap in eV: 7.98

Element x y z (Å)
C (0.1837, -0.1268, 0.1214)
N (0.4268, -0.3798, 1.4980)
N (0.9880, 0.4648, 2.2063)
N (1.6761, 1.4650, 1.8822)
N (2.3477, 1.2774, 0.6646)
S (2.0333, 0.1040, -0.3656)
H (-0.2292, -1.1093, -0.4016)
H (-0.2996, 0.7857, 0.0165)

=====

DFT (ωB97M-V/def2-TZVPD) results for a cluster of 2 separate species, CH2NO in total at a distorted geometry.

Results
Net charge: +1
Highest occupied orbital energy (alpha / beta) in Eh: -0.544 / -0.598
LUMO (alpha / beta) in hartree: -0.312 / -0.283
HOMO-LUMO gap (alpha / beta) in eV: 6.33 / 8.59

Element x y z (Å)
C (1.1228, -0.0840, -0.0863)
N (-1.7095, 0.4880, -0.0597)
O (-2.2989, -0.4357, -0.0792)
H (1.4917, -0.8449, 0.5703)
H (1.3939, 0.8766, -0.3451)

=====

DFT (ωB97M-V/def2-TZVPD) results for an isolated molecule of CH2NO2P at a distorted geometry.

Results
Highest occupied orbital energy in Eh: -0.337
LUMO in hartree: 0.021
HOMO-LUMO gap in eV: 9.75

Element x y z (Å)
C (0.9709, -0.0737, 0.3789)
N (0.0016, 0.7692, 0.8283)
P (-1.2579, 0.7666, -0.3252)
O (-0.3919, -0.2804, -1.3691)
O (0.8486, -0.6850, -0.7684)
H (1.8742, -0.2636, 0.9292)
H (-2.0455, -0.2331, 0.3263)

=====

DFT (ωB97M-V/def2-TZVPD) results for a structure of composition CH2NO2S2 at a distorted geometry.

Results
Net charge: -1
Highest occupied orbital energy in Eh: -0.120
LUMO in hartree: 0.137
HOMO-LUMO gap in eV: 7.00

Element x y z (Å)
C (-2.4949, -0.3558, 0.1692)
N (-0.1996, -0.4333, 0.4713)
O (-2.4609, -0.4926, -0.9902)
O (-3.0126, -0.1693, 1.1992)
S (-0.1534, 1.2017, 0.3700)
S (0.7745, -1.0393, -0.8450)
H (-0.9544, 1.2766, -0.7530)
H (-0.2664, -0.8735, -1.7732)

=====

DFT (ωB97M-V/def2-TZVPD) results for a structure of composition CH2NO3S at a distorted geometry.

Results
Net charge: -1
Highest occupied orbital energy in Eh: -0.098
LUMO in hartree: 0.142
HOMO-LUMO gap in eV: 6.54

Element x y z (Å)
C (-2.0593, 0.3020, 0.0835)
N (-1.2192, 1.0546, -0.3574)
O (1.0297, -1.3053, 0.1301)
O (-3.0786, -0.2519, 0.4061)
O (2.4119, 0.9479, 0.8023)
S (1.6046, 0.2890, -0.2937)
H (-0.1517, 0.7434, -0.2092)
H (1.4627, -1.7799, -0.5616)

=====

DFT (ωB97M-V/def2-TZVPD) results for the ion CH2NO3S with charge -1 at a distorted geometry.

Results
Net charge: -1
Highest occupied orbital energy in Eh: -0.127
LUMO in hartree: 0.149
HOMO-LUMO gap in eV: 7.50

Element x y z (Å)
N (-0.9813, -0.0400, -0.3289)
C (-0.1029, -0.9136, 0.1391)
O (-0.4286, -2.0616, 0.4628)
S (1.5959, 0.1772, 0.2520)
O (1.3952, 0.7318, -1.1081)
O (1.0733, 1.1895, 1.2529)
H (-1.9922, 0.0404, -0.2675)
H (-0.5593, 0.8762, -0.4022)

=====

DFT (ωB97M-V/def2-TZVPD) results for the ion CH2NO3S with charge -1 at a distorted geometry.

Results
Net charge: -1
Highest occupied orbital energy in Eh: -0.139
LUMO in hartree: 0.155
HOMO-LUMO gap in eV: 8.01

Element x y z (Å)
N (0.6870, -0.8166, 0.6872)
S (-0.5990, 0.0330, -0.1666)
O (-1.2437, 0.7458, 0.9229)
O (-0.9509, -1.4346, -0.4441)
C (0.1141, 1.4091, -1.7171)
O (0.2016, 2.4143, -1.0960)
H (0.2222, -1.7211, 0.7834)
H (1.5687, -0.6298, 1.0302)

=====

DFT (ωB97M-V/def2-TZVPD) results for a cluster of 2 separate species, CH2NO4 in total at a distorted geometry.

Results
Net charge: -1
Highest occupied orbital energy in Eh: -0.078
LUMO in hartree: 0.144
HOMO-LUMO gap in eV: 6.05

Element x y z (Å)
C (-0.4349, 1.1423, -1.5597)
N (-0.0425, -1.2327, 1.0114)
O (-0.7922, -0.4068, 0.1243)
O (0.4762, 1.7082, -1.1211)
O (-1.2022, 0.7654, -2.3200)
O (0.8985, -0.5470, 1.8075)
H (0.6062, -1.7990, 0.3778)
H (0.4909, 0.3696, 1.6798)

=====

DFT (ωB97M-V/def2-TZVPD) results for a cluster of 2 separate species, CH2NO4P in total at a distorted geometry.

Results
Net charge: -2
Highest occupied orbital energy in Eh: 0.037
LUMO in hartree: 0.263
HOMO-LUMO gap in eV: 6.14

Element x y z (Å)
C (-1.0012, -0.6786, -0.5235)
N (-1.1268, -0.4358, 0.8249)
O (2.3997, 0.4284, -1.6197)
O (0.7475, 2.1164, -0.7568)
O (-1.9801, -1.2379, -1.0036)
O (1.7768, 0.5266, 0.9324)
P (1.4142, 0.7816, -0.4819)
H (-1.9110, -0.9729, 1.2147)
H (-0.3191, -0.5278, 1.4136)

=====

DFT (ωB97M-V/def2-TZVPD) results for a cluster of 3 separate species, CH2NO4S in total at a distorted geometry.

Results
Expectation value of S²: 2.0117
2S+1: 3
Net charge: -1
Highest occupied orbital energy (alpha / beta) in Eh: -0.075 / -0.192
LUMO (alpha / beta) in hartree: 0.148 / 0.093
HOMO-LUMO gap (alpha / beta) in eV: 6.06 / 7.75

Element x y z (Å)
C (1.6944, -2.4089, 0.1088)
N (0.7421, -2.8997, -0.3820)
O (-3.1609, -1.8531, -1.0207)
O (2.6269, -1.9412, 0.6624)
O (-0.6243, -2.6264, -0.7115)
O (-1.8103, -2.1230, -3.0068)
S (-1.9788, -2.4774, -1.5857)
H (0.8076, -0.4616, 1.1596)
H (1.1591, -0.3276, 1.9147)

=====

Energy relative to the best compared isomer or geometry (same formula, charge and spin) for every record listed, in sequence, given in kcal/mol: 40.2; 123.1; 64.5; 39.5; 61.7; 109.9; 47.1; 108.2; 121.0; 27.3; 85.8; 81.8; 80.3; 20.6; 30.7; 15.7; 76.4; 24.8; 55.8; 68.1.